w) Computed, not measured: a structure of composition C4H11NO3, with ωB97M-V/def2-TZVPD.

Positions of all 19 atoms, in Å:
O  1.64813  -0.07823  2.27474
C  0.47746  0.47901  2.00242
N  -0.53165  -0.43755  1.44875
C  -0.32348  -0.71290  0.03887
C  -1.42186  -0.05678  -0.83908
C  -1.01329  0.09951  -2.31897
O  -1.65083  1.14740  -0.33188
H  -0.04295  0.96939  2.83337
H  0.64956  1.27233  1.22931
H  0.59649  -0.22344  -0.27022
H  -0.20907  -1.79216  -0.10554
H  -2.32531  -0.72575  -0.78513
H  -1.77216  0.62745  -2.88791
H  -0.09783  0.69113  -2.29652
H  -0.75619  -0.84183  -2.80598
H  -1.43266  0.02931  1.50356
H  3.43357  0.02790  -0.03397
H  2.24180  -0.18813  1.27132
O  2.53027  -0.28667  0.07287

Gap between HOMO and LUMO: 4.289 eV
Lowest unoccupied orbital energy: -0.177 Eh
HOMO energy: -0.3350 Ha


x) Computed, not measured: a structure of composition C4H11NO3, with ωB97M-V/def2-TZVPD.

Positions of all 19 atoms, in Å:
C  0.41113  0.06430  1.19373
C  -0.46765  -0.04164  -1.06122
C  -0.84029  -0.66094  1.04428
C  -0.41041  1.42389  -1.40170
N  0.80600  -0.73861  -1.47966
O  0.29538  1.31121  1.69126
O  1.54345  -0.44068  0.98207
O  -0.68280  -1.02529  2.83086
H  1.15578  1.55667  2.06119
H  1.44114  -0.73447  -0.55923
H  -0.12476  -1.81304  2.87881
H  -1.28241  -0.54971  -1.57929
H  0.62119  -1.70370  -1.74329
H  1.32644  -0.29424  -2.24350
H  -0.81285  -1.67893  0.69645
H  -1.77396  -0.13387  1.12677
H  -1.35148  1.89736  -1.11963
H  0.38024  1.93654  -0.84685
H  -0.23415  1.62517  -2.47108

Gap between HOMO and LUMO: 7.396 eV
Lowest unoccupied orbital energy: 0.013 Eh
HOMO energy: -0.2591 Ha


Most stable structure - x); separation to the second - 379.5 kJ/mol.